1.
This record from the Open Molecules 2025 dataset describes a structure of composition CHBr2O2S at a distorted geometry. The level of theory is ωB97M-V with the def2-TZVPD basis set.

Structure (XYZ):
```
7
Properties=species:S:1:pos:R:3:lowdin_charge:R:1
C 0.60 -0.39 0.16 -1.446
O -2.17 -0.19 0.34 -0.567
O -0.81 1.64 -0.75 -0.590
S -1.06 0.77 0.42 0.562
Br 0.86 -1.00 -1.60 0.495
Br 1.35 -1.63 1.40 0.477
H 1.22 0.79 0.03 0.070
```

## Properties
Net charge: -1
Total energy, hartree: -5735.4083
Molar mass, g mol⁻¹: 236.9
Spin multiplicity: 1

=====

2.
This record from the Open Molecules 2025 dataset describes a cluster of 2 separate species, CHBr2P in total at a distorted geometry. The level of theory is ωB97M-V with the def2-TZVPD basis set.

Structure (XYZ):
```
5
Properties=species:S:1:pos:R:3:lowdin_charge:R:1
C -2.42 -0.65 -0.32 -1.094
P 2.17 0.38 0.14 0.380
Br -1.05 -1.88 0.28 0.433
Br -2.20 1.14 -0.25 0.602
H 3.50 1.01 0.14 -0.321
```

## Properties
Net charge: 0
Total energy, hartree: -5527.8502
Molar mass, g mol⁻¹: 203.8
Spin multiplicity: 1

=====

3.
This record from the Open Molecules 2025 dataset describes a cluster of 2 separate species, CHBrCl2 in total at a distorted geometry. The level of theory is ωB97M-V with the def2-TZVPD basis set.

Structure (XYZ):
```
5
Properties=species:S:1:pos:R:3:lowdin_charge:R:1
C -1.09 -0.11 0.12 -0.969
Cl -1.57 -1.69 -0.08 0.726
Cl 3.76 0.79 -0.30 -0.572
Br 0.70 0.33 0.31 0.796
H -1.80 0.68 -0.06 0.019
```

## Properties
Net charge: 0
Total energy, hartree: -3532.9575
Molar mass, g mol⁻¹: 163.8
Spin multiplicity: 1

=====

4.
This record from the Open Molecules 2025 dataset describes a structure of composition CHBrCl2S at a distorted geometry. The level of theory is ωB97M-V with the def2-TZVPD basis set.

Structure (XYZ):
```
6
Properties=species:S:1:pos:R:3:lowdin_charge:R:1
C 0.04 -0.31 -1.90 -1.744
S 0.91 0.19 -0.73 0.621
Cl 1.34 -2.55 -0.31 0.118
Cl 0.23 -0.10 -3.71 0.436
Br -1.64 -1.26 -1.78 0.562
H 2.29 -2.99 0.87 0.007
```

## Properties
Net charge: 0
Total energy, hartree: -3931.2116
Molar mass, g mol⁻¹: 195.9
Spin multiplicity: 1

=====

5.
This record from the Open Molecules 2025 dataset describes a structure of composition CHBrClFS at a distorted geometry. The level of theory is ωB97M-V with the def2-TZVPD basis set.

Structure (XYZ):
```
6
Properties=species:S:1:pos:R:3:lowdin_charge:R:1
C -0.35 0.11 0.27 -1.542
F -0.12 0.18 1.58 -0.103
S 0.88 -1.10 -0.64 0.669
Cl -0.37 1.78 -0.45 0.483
Br -2.09 -0.78 -0.14 0.537
H 2.06 -0.19 -0.62 -0.045
```

## Properties
Net charge: 0
<S²>: 2.01
Total energy, hartree: -3570.7750
Molar mass, g mol⁻¹: 179.4
Spin multiplicity: 3

=====

6.
This record from the Open Molecules 2025 dataset describes a cluster of 2 separate species, CHBrClNO2 in total at a distorted geometry. The level of theory is ωB97M-V with the def2-TZVPD basis set.

Structure (XYZ):
```
7
Properties=species:S:1:pos:R:3:lowdin_charge:R:1
C 0.71 -0.98 0.40 -1.182
N -0.83 1.51 -0.40 -0.251
O -1.32 1.31 -1.42 0.125
O -1.07 2.11 0.61 0.094
Cl 1.48 -0.71 -1.15 0.496
Br -0.40 -2.36 0.67 0.695
H 1.43 -0.87 1.29 0.023
```

## Properties
Net charge: 0
Total energy, hartree: -3277.9484
Molar mass, g mol⁻¹: 174.4
Spin multiplicity: 1

=====

7.
This record from the Open Molecules 2025 dataset describes an isolated molecule of CHBrF2O2S at a distorted geometry. The level of theory is ωB97M-V with the def2-TZVPD basis set.

Structure (XYZ):
```
8
Properties=species:S:1:pos:R:3:lowdin_charge:R:1
C -1.20 -0.26 -0.57 -0.441
O 0.04 0.42 -0.29 -0.409
O 1.47 1.43 1.78 -0.427
F -1.65 -0.62 0.64 0.057
F -1.01 -1.41 -1.30 0.072
S 1.64 1.03 0.44 0.702
Br 2.77 -0.95 0.18 0.274
H -2.06 0.37 -0.88 0.171
```

## Properties
Net charge: 0
Total energy, hartree: -3361.0472
Molar mass, g mol⁻¹: 195.0
Spin multiplicity: 1

=====

8.
This record from the Open Molecules 2025 dataset describes an isolated molecule of CHBrN4 at a distorted geometry. The level of theory is ωB97M-V with the def2-TZVPD basis set.

Structure (XYZ):
```
7
Properties=species:S:1:pos:R:3:lowdin_charge:R:1
C -0.45 -0.90 0.56 -0.261
N -0.26 -1.10 -0.76 0.000
N -0.08 0.29 0.91 0.035
N 0.32 -0.05 -1.22 -0.051
N 0.42 0.79 -0.25 -0.584
Br 1.15 2.56 -0.50 0.710
H -1.10 -1.60 1.26 0.151
```

## Properties
Net charge: 0
Total energy, hartree: -2831.6481
Molar mass, g mol⁻¹: 149.0
Spin multiplicity: 1